1.
Density functional theory data (ωB97M-V with the def2-TZVPD basis set) for 2 unconnected molecules or ions with the total composition C6H7OP.

Geometry as ORCA input:
```
! RIJCOSX wB97M-V def2-TZVPD def2/J DEFGRID3
* xyz 0 1
C -1.3140 1.1708 -1.2721
C -1.2819 1.1753 0.1725
C -0.2843 0.6067 -1.9820
C -0.1079 0.9161 0.8835
C 0.6433 -0.2478 -1.2659
C 0.7705 0.1663 0.1667
O 1.8353 0.2060 -0.5824
P 1.0886 -2.7979 1.9892
H -2.1242 1.5640 -1.8465
H -2.1766 1.4703 0.6982
H -0.4179 0.5357 -3.0882
H 0.0025 0.9854 1.8570
H 0.6327 -1.2042 -1.5117
H 0.5228 -2.4554 3.2538
H 2.2112 -2.0913 2.5280
*
```

Output
frontier orbital gap (alpha / beta) = 0.2235 / 0.3062 Ha
HOMO level (alpha / beta) = -7.3 / -8.7 eV

Atom charges from the natural (NBO) analysis, given in e for atoms 1 to 5:
1. C -0.190
2. C -0.193
3. C -0.220
4. C -0.286
5. C -0.043

2.
Density functional theory data (ωB97M-V with the def2-TZVPD basis set) for C6H7OPS in the gas phase.

Geometry as ORCA input:
```
! RIJCOSX wB97M-V def2-TZVPD def2/J DEFGRID3
* xyz 0 1
C -2.3023 1.3050 3.3004
C -1.4744 1.0302 2.4440
C 0.9053 0.6213 1.7722
C -0.5183 0.7619 1.4186
C 1.8296 0.9250 0.8520
C -1.2341 -1.5987 -2.4994
O -0.5209 -2.2780 0.1683
P -1.5552 -1.5521 -0.5718
S -1.0071 0.7311 -0.1954
H -2.7371 1.2187 4.2438
H 1.1303 0.3028 2.8112
H 1.6814 0.8235 -0.2382
H 2.8981 0.7367 1.1945
H -0.4480 -2.3007 -2.6027
H -2.0826 -1.6458 -3.1491
H -0.9329 -0.5330 -2.6174
*
```

Output
frontier orbital gap (alpha / beta) = 0.2116 / 0.2565 Ha
HOMO level (alpha / beta) = -7.9 / -8.6 eV

Atom charges from the natural (NBO) analysis, given in e for atoms 1 to 5:
1. C -0.165
2. C -0.050
3. C -0.227
4. C -0.209
5. C -0.336

3.
Density functional theory data (ωB97M-V with the def2-TZVPD basis set) for C6H8 in the gas phase.

Geometry as ORCA input:
```
! RIJCOSX wB97M-V def2-TZVPD def2/J DEFGRID3
* xyz 0 1
C -1.6441 0.6966 2.3716
C -0.8209 0.3336 1.5685
C 0.1558 -0.1393 0.5900
C -0.3335 -0.9761 -0.6185
C 0.7717 -0.3083 -1.4630
C 0.8086 0.8361 -0.4243
H -2.3665 1.0090 3.0953
H 0.9542 -0.6894 1.1027
H -0.3227 -2.0619 -0.4992
H -1.3321 -0.6606 -0.9378
H 1.6941 -0.9006 -1.4580
H 0.5291 -0.0476 -2.4956
H 0.1289 1.6531 -0.6887
H 1.7774 1.2554 -0.1430
*
```

Output
frontier orbital gap = 0.4036 Ha
HOMO level = -9.8 eV

Atom charges from the natural (NBO) analysis, given in e for atoms 1 to 5:
1. C -0.245
2. C -0.004
3. C -0.301
4. C -0.374
5. C -0.402

4.
Density functional theory data (ωB97M-V with the def2-TZVPD basis set) for C6H8 in the gas phase.

Geometry as ORCA input:
```
! RIJCOSX wB97M-V def2-TZVPD def2/J DEFGRID3
* xyz 0 1
C 0.0876 -1.3895 -0.2065
C -1.2202 -0.6829 0.2375
C -1.2477 0.7973 -0.1178
C -0.0327 1.4388 -0.0588
C 1.2492 0.7589 0.1272
C 1.3404 -0.5649 0.0483
H -0.0471 -1.7729 -1.2954
H 0.1469 -2.3661 0.3890
H -1.2313 -0.8216 1.3526
H -2.1451 -1.2025 -0.0952
H -2.1892 1.2828 -0.4265
H 0.0184 2.5704 -0.1198
H 2.1595 1.3643 0.1566
H 2.2284 -1.2003 -0.1412
*
```

Output
frontier orbital gap = 0.3382 Ha
HOMO level = -8.3 eV

Atom charges from the natural (NBO) analysis, given in e for atoms 1 to 5:
1. C -0.436
2. C -0.451
3. C -0.168
4. C -0.238
5. C -0.250

5.
Density functional theory data (ωB97M-V with the def2-TZVPD basis set) for C6H8 in the gas phase.

Geometry as ORCA input:
```
! RIJCOSX wB97M-V def2-TZVPD def2/J DEFGRID3
* xyz 0 1
C 1.5690 0.0083 -0.0130
C 0.0291 0.0672 -0.0280
C 2.7150 0.6372 0.0136
C -1.0903 0.7470 -0.0175
C 0.7502 -1.2329 -0.0072
C -2.4312 0.0776 0.0092
H 3.6549 0.1077 0.0362
H 2.7596 1.7163 0.0178
H -1.0769 1.8285 -0.0388
H 0.7319 -1.8448 -0.9030
H 0.7065 -1.8342 0.8959
H -2.9214 0.1425 -0.9646
H -3.0836 0.5532 0.7391
H -2.3129 -0.9735 0.2602
*
```

Output
frontier orbital gap = 0.3720 Ha
HOMO level = -9.1 eV

Atom charges from the natural (NBO) analysis, given in e for atoms 1 to 5:
1. C 0.001
2. C -0.032
3. C -0.394
4. C -0.167
5. C -0.475

6.
Density functional theory data (ωB97M-V with the def2-TZVPD basis set) for C6H8 in the gas phase.

Geometry as ORCA input:
```
! RIJCOSX wB97M-V def2-TZVPD def2/J DEFGRID3
* xyz 0 1
C 0.9004 0.0838 0.2650
C 1.1246 -1.3184 0.0162
C -0.1151 0.5004 1.4559
C -1.4425 0.4610 -0.9657
C 1.8598 -2.2576 -0.1584
C -0.2902 0.7365 -0.0481
H 1.7842 0.6330 0.2846
H -1.8934 1.5714 -1.4812
H -0.8569 -0.1614 1.8694
H 0.3910 1.1663 2.1000
H -2.4311 -0.2880 -0.9308
H -1.1715 0.2586 -2.0226
H 2.2144 -3.2332 -0.2272
H -0.0738 1.8477 -0.1570
*
```

Output
frontier orbital gap = 0.3612 Ha
HOMO level = -8.9 eV

Atom charges from the natural (NBO) analysis, given in e for atoms 1 to 5:
1. C -0.285
2. C -0.008
3. C -0.401
4. C -0.645
5. C -0.228

7.
Density functional theory data (ωB97M-V with the def2-TZVPD basis set) for C6H8 in the gas phase.

Geometry as ORCA input:
```
! RIJCOSX wB97M-V def2-TZVPD def2/J DEFGRID3
* xyz 0 1
C -0.3203 1.5853 -0.9583
C 0.8649 1.8257 -1.5115
C 0.1569 -0.4769 0.3170
C -0.6810 0.4965 -0.0552
C -0.4680 -1.8470 0.7131
C 0.6216 -1.6747 1.6361
H -1.1295 2.1941 -1.3391
H 1.7280 1.2510 -1.1948
H 1.0360 2.7191 -2.0925
H -1.6752 0.5909 0.3793
H 1.0576 -0.5292 -0.2736
H -1.4983 -1.7525 1.0514
H -0.3411 -2.5668 -0.0840
H 0.2407 -1.6051 2.6703
*
```

Output
frontier orbital gap = 0.2577 Ha
HOMO level = -7.7 eV

Atom charges from the natural (NBO) analysis, given in e for atoms 1 to 5:
1. C -0.247
2. C -0.323
3. C -0.223
4. C -0.111
5. C -0.472

8.
Density functional theory data (ωB97M-V with the def2-TZVPD basis set) for C6H8 in the gas phase.

Geometry as ORCA input:
```
! RIJCOSX wB97M-V def2-TZVPD def2/J DEFGRID3
* xyz 0 1
C -1.5700 -0.8220 -1.1125
C -0.3592 -1.6625 -0.6366
C -1.3399 -1.0192 0.3607
C -0.3410 -0.1938 -0.4066
C 1.4701 1.0117 0.8864
C 0.4572 1.0058 -0.3188
H -2.3338 -0.6002 -1.6859
H -0.0199 -2.6470 -0.6731
H -1.9738 -1.3704 1.2571
H 2.1321 1.7596 0.6797
H 2.0476 0.1281 1.1519
H 0.8785 1.3441 1.7570
H 1.0932 1.2112 -1.1850
H -0.1411 1.8546 -0.0743
*
```

Output
frontier orbital gap = 0.3476 Ha
HOMO level = -8.2 eV

Atom charges from the natural (NBO) analysis, given in e for atoms 1 to 5:
1. C -0.253
2. C -0.253
3. C -0.283
4. C 0.013
5. C -0.586